1.
66
Properties=species:S:1:pos:R:3:forces:R:3 method="wB97M-V/def2-TZVPD" homo_ev=-7.712 total_energy_ev=-50119.607 gap_ev=8.11 charge=0 relative_energy_ev=0.035
Sn 0.576601 -0.989594 -0.164368 0.01 0.02 -0.05
C -2.182116 -1.240226 -2.119933 0.00 0.01 -0.01
O -2.030488 -1.047386 -0.721423 0.01 0.15 0.05
C -3.118961 -0.328078 -0.138947 -0.03 -0.02 0.00
C -3.089109 1.171261 -0.381052 0.06 -0.03 -0.02
O -2.454576 1.790426 0.709748 -0.01 0.01 0.00
C -2.344902 3.187487 0.523638 -0.02 0.01 -0.01
H -3.149720 -1.703282 -2.333769 0.01 -0.01 0.00
H -1.382202 -1.903432 -2.441947 0.00 0.01 0.00
H -2.103607 -0.298110 -2.668896 -0.01 0.00 0.00
H -3.061633 -0.502372 0.935615 0.01 0.01 0.01
H -4.052133 -0.762493 -0.512221 0.00 0.01 -0.02
H -4.112774 1.558308 -0.488008 -0.01 -0.03 0.01
H -2.551361 1.397859 -1.311575 -0.02 0.00 -0.01
H -3.336187 3.640312 0.396030 0.00 0.00 0.01
H -1.719914 3.419322 -0.342970 -0.01 0.00 0.00
H -1.878880 3.596656 1.416501 -0.01 0.00 0.00
C 6.258535 -0.291989 3.813734 0.01 0.00 -0.01
C 5.586512 0.436245 4.974872 0.00 0.00 0.01
C 4.660193 1.578488 4.551893 0.00 0.02 -0.03
C 3.251715 1.148611 4.140471 -0.03 0.01 0.01
N 3.184085 0.280350 2.975131 0.07 0.00 0.04
C 3.350343 0.646934 1.699334 -0.01 -0.04 -0.04
S 3.282480 -0.556792 0.483094 0.04 -0.03 -0.04
N 3.569922 1.931770 1.433814 -0.07 0.05 0.03
C 3.786564 2.501220 0.102711 0.00 -0.01 0.05
C 5.258704 2.499041 -0.288664 0.00 -0.02 -0.04
C 6.182517 3.176164 0.720945 0.01 -0.01 0.02
C 5.820209 4.627924 1.013116 0.00 0.02 0.00
H 6.942216 -1.058785 4.178789 0.00 0.00 0.00
H 6.840241 0.407664 3.209001 0.01 0.01 0.00
H 5.544095 -0.776129 3.149300 -0.01 -0.02 0.00
H 6.364349 0.846722 5.622477 0.00 0.00 0.00
H 5.027005 -0.271924 5.595134 -0.01 -0.01 -0.01
H 5.139552 2.137509 3.740771 0.00 0.02 0.01
H 4.539250 2.284706 5.377058 0.00 -0.02 0.01
H 2.610890 2.018670 3.967656 0.02 0.01 0.00
H 2.781180 0.599610 4.957024 0.02 0.01 0.01
H 3.061450 -0.709099 3.105219 -0.03 -0.01 0.01
H 3.644731 2.564372 2.215223 -0.01 -0.01 -0.02
H 3.371646 3.508574 0.121502 0.02 0.01 0.01
H 3.194008 1.932293 -0.605989 -0.04 -0.03 -0.03
H 5.341212 2.998583 -1.258402 0.00 0.01 0.00
H 5.573344 1.463670 -0.439675 0.00 0.00 0.01
H 7.206295 3.126422 0.344033 -0.01 0.01 -0.01
H 6.186172 2.601123 1.653255 0.00 0.00 -0.01
H 5.764335 5.211040 0.091550 0.01 0.00 0.00
H 6.560256 5.098453 1.660825 0.00 -0.01 0.00
H 4.851303 4.720855 1.509952 0.00 -0.01 0.00
C -0.043378 -0.903066 1.961671 0.06 -0.05 0.12
C -0.470857 0.312198 2.720514 -0.05 -0.04 -0.02
C 0.189969 1.535861 2.609974 0.01 0.02 0.01
C -0.197745 2.634142 3.353327 0.01 -0.03 -0.01
C -1.278816 2.538638 4.227200 -0.01 0.00 0.00
C -1.964558 1.332139 4.340998 0.02 0.01 -0.01
C -1.554966 0.240480 3.598732 -0.03 0.00 -0.03
C -1.687627 3.681378 4.994012 -0.02 0.02 0.04
N -2.009571 4.595806 5.612675 0.01 0.00 -0.01
H -0.821457 -1.668556 2.038012 0.02 -0.02 0.00
H 0.840954 -1.336874 2.445788 -0.02 0.02 -0.02
H 0.995981 1.644756 1.899169 -0.01 0.00 -0.04
H 0.318328 3.580162 3.243941 0.00 0.01 0.00
H -2.809822 1.255654 5.011789 0.00 0.01 0.00
H -2.090311 -0.696537 3.699073 0.00 0.00 0.00
N 0.408026 2.287056 -0.985914 0.07 -0.01 0.00
C 0.428443 1.191990 -0.616975 -0.01 -0.02 -0.01

---

2.
29
Properties=species:S:1:pos:R:3:forces:R:3 method="wB97M-V/def2-TZVPD" spin_multiplicity=3 homo_ev="-5.598 / -10.559" total_energy_ev=-29400.229 gap_ev="6.38 / 7.27" charge=0
C -1.511161 1.067462 -0.523468 1.51 0.08 -1.16
C -4.278869 -0.276554 0.221535 -2.01 1.00 1.69
C 3.472125 -0.376200 -1.298303 1.36 -4.58 -0.68
C 1.004547 -0.311796 2.409137 0.18 -0.14 1.26
C -2.849563 -0.681697 0.265971 0.36 -1.23 -0.57
C 2.375386 0.589211 -1.590670 -0.74 0.56 1.77
C 1.099943 -0.571371 0.864698 -0.65 0.10 2.19
C -0.364469 2.071074 -0.256057 -5.41 2.70 -0.66
O -1.722356 0.637525 -1.658059 0.44 1.09 0.29
O 2.543438 1.852410 0.828720 2.87 2.16 2.50
O -1.965758 0.422507 0.549100 -0.15 0.24 1.07
F -0.127380 2.841055 -1.340194 0.52 -1.26 1.21
F -0.433494 2.921147 0.830248 0.45 -2.07 -1.46
P 1.664770 0.982458 0.100226 -0.52 -2.89 -2.92
H -4.999775 -0.909075 0.892036 1.33 0.84 -1.71
H -4.230194 0.670408 0.760332 -0.51 0.24 0.26
H -4.696166 0.041788 -0.755987 0.30 -0.88 0.43
H 4.206385 -0.424465 -2.123554 0.16 0.62 0.56
H 3.996102 -0.451868 -0.296027 -0.59 1.03 -1.15
H 3.150199 -1.518707 -1.402645 -0.13 2.27 0.31
H 2.013062 -0.271826 2.917304 -1.07 -0.56 -0.57
H 0.621776 0.672014 2.637458 -0.18 0.63 -0.37
H 0.241214 -0.938803 2.991069 1.44 0.20 -1.10
H -2.596845 -1.126261 -0.691125 0.50 -0.07 0.05
H -2.663484 -1.406776 1.053145 0.07 0.10 0.15
H 1.624484 0.242806 -2.281170 -0.26 -0.32 -0.16
H 2.696741 1.566581 -1.920282 0.37 0.21 -0.15
H 0.049234 -0.723318 0.597165 0.41 -0.22 -0.63
H 1.709405 -1.463356 0.708373 -0.05 0.15 -0.45